A cluster of 3 separate species, C3H8O3 in total. Source: the OMol25 dataset; level of theory: ωB97M-V/def2-TZVPD.

As for the HOMO-LUMO gap: 10.34 eV. Its total energy is -344.7207 Eh. Its structure (SMILES) is [H][H].O=CCO.C=O. For the strongest force on any atom, the calculation gives 0.72 eV/Å. The LUMO energy comes out at 0.00088 Eh. For the energy relative to the best compared isomer or geometry (same formula, charge and spin), the calculation gives 80.12 kcal/mol. The value obtained for the HOMO energy is -10.3111 eV.

Last column: natural (NBO) charge in e.
Element x y z (Å)
H1 0.9112 2.2804 1.0143  0.000
H2 0.1712 2.3179 0.9749  -0.003
O1 -1.2638 1.0783 0.1792  -0.523
C1 -0.9858 0.2068 -0.6133  0.395
C2 -1.0230 -1.2388 -0.1733  -0.175
O2 -0.7858 -1.3554 1.1994  -0.705
H3 -0.7667 0.4397 -1.6715  0.134
H4 -2.0329 -1.5859 -0.4545  0.198
H5 -0.3040 -1.8584 -0.7199  0.190
H6 -1.0654 -0.5122 1.5942  0.489
C3 1.7853 0.0471 -0.3294  0.250
O3 2.3262 1.0771 -0.0234  -0.483
H7 1.5983 -0.2067 -1.3936  0.098
H8 1.4350 -0.6898 0.4167  0.135

Forces on atoms 1 to 2 (eV/Å):
-0.088 0.239 0.189
0.170 0.251 0.179

***

A structure of composition C36H46As4BrNOTc. Source: the OMol25 dataset; level of theory: ωB97M-V/def2-TZVPD.

As for the expectation value of S²: 3.83. As for the HOMO-LUMO gap (alpha / beta): 6.18 / 3.20 eV. Its total energy is -13125.7240 Eh. The spin multiplicity is 4. For the strongest force on any atom, the calculation gives 0.61 eV/Å. Its total charge is +4. The LUMO energy (alpha / beta) comes out at -0.41585 / -0.52448 Eh. For the energy relative to the best compared isomer or geometry (same formula, charge and spin), the calculation gives 0.00 kcal/mol. The value obtained for the HOMO energy (alpha / beta) is -17.4909 / -17.4747 eV.

Last column: Löwdin spin population.
Element x y z (Å)
Tc1 0.6009 -0.4332 -0.3389  1.863
C1 0.0954 -1.1429 5.3259  0.000
C2 0.9548 -0.9822 4.1069  0.000
C3 2.3468 -1.0950 4.1760  0.017
C4 3.1266 -1.0036 3.0315  0.001
C5 2.4555 -0.7998 1.8467  0.022
Br1 3.3026 -0.7492 0.1402  0.041
N1 1.1357 -0.6554 1.7394  0.018
C6 0.3978 -0.7535 2.8592  0.016
H1 0.1011 -2.1820 5.6591  0.000
H2 -0.9400 -0.8676 5.1259  0.000
H3 0.4703 -0.5408 6.1533  0.000
H4 2.8259 -1.2820 5.1299  0.001
H5 4.2016 -1.1165 3.0589  0.000
H6 -0.6764 -0.6824 2.7253  0.002
C7 1.9086 -4.0242 -0.6902  0.019
As1 0.2825 -2.9785 -0.6488  0.029
C8 -0.6543 -3.8298 0.8151  0.002
C9 -0.8342 -3.5010 -2.1560  0.000
C10 -0.4775 -3.1401 -3.6096  0.000
C11 -1.5201 -3.8725 -4.4801  0.001
C12 -0.7002 -1.6404 -3.9041  0.002
As2 0.1019 -0.2301 -2.7999  0.009
C13 -1.5241 0.8970 -2.6168  -0.001
C14 1.1358 0.9396 -3.9417  0.008
C15 0.9193 -3.6404 -4.0245  0.000
As3 2.4194 -2.3796 -3.7798  0.000
C16 2.5577 -1.7105 -5.6115  0.000
C17 3.9008 -3.6468 -3.8636  0.000
H7 2.6688 -3.5499 -1.3021  0.000
H8 1.6660 -5.0131 -1.0801  0.002
H9 2.2689 -4.1261 0.3330  0.000
H10 -0.7084 -4.9006 0.6176  0.000
H11 -1.6638 -3.4318 0.9062  0.000
H12 -0.1090 -3.6678 1.7441  0.000
H13 -1.8329 -3.1250 -1.9124  0.000
H14 -0.8829 -4.5906 -2.0666  0.000
H15 -2.5408 -3.6532 -4.1631  0.000
H16 -1.3683 -4.9506 -4.4221  0.000
H17 -1.4166 -3.5821 -5.5262  0.000
H18 -1.7736 -1.4418 -3.8619  0.000
H19 -0.3812 -1.4122 -4.9237  0.000
H20 -1.5957 1.6860 -3.3636  0.000
H21 -1.3784 2.5664 -1.4182  -0.001
H22 -2.4330 0.3011 -2.6000  0.000
H23 0.5922 1.0774 -4.8764  0.000
H24 2.1160 0.5133 -4.1361  0.000
H25 1.2493 1.8983 -3.4362  0.000
H26 0.9027 -3.9208 -5.0791  0.000
H27 1.1602 -4.5570 -3.4798  0.000
H28 1.6758 -1.1425 -5.9072  0.000
H29 2.6821 -2.5436 -6.3018  0.000
H30 3.4286 -1.0594 -5.6882  0.000
H31 4.0257 -4.1825 -2.9246  0.000
H32 4.8166 -3.0966 -4.0746  0.000
H33 3.7264 -4.3641 -4.6647  0.000
C18 -1.4745 6.3991 -0.9122  0.001
C19 -2.4756 5.9750 -0.0473  0.000
C20 -2.3690 4.7503 0.5981  0.000
C21 -1.2475 3.9606 0.3609  -0.002
C22 -0.2315 4.3795 -0.5075  0.000
C23 -0.3557 5.6067 -1.1445  0.000
As4 -1.0212 2.2766 1.2281  0.014
C24 -2.4370 2.0015 2.5003  0.076
C25 -3.7572 1.7265 2.2921  0.036
C26 -4.6188 1.6549 3.4119  0.189
C27 -4.1433 1.8569 4.7110  0.005
C28 -2.8110 2.1268 4.9263  0.095
C29 -1.9186 2.2015 3.8231  0.112
C30 -0.5198 2.4657 3.9143  0.098
C31 0.1808 2.7510 5.1146  0.094
C32 1.5291 3.0292 5.0738  0.002
C33 2.2107 3.0283 3.8545  0.172
C34 1.5467 2.7433 2.6426  0.025
C35 0.2110 2.4634 2.6815  0.078
H34 -1.5639 7.3574 -1.4062  0.000
H35 -3.3410 6.6000 0.1259  0.000
H36 -3.1534 4.4311 1.2725  0.000
H37 0.6547 3.7725 -0.6748  0.001
H38 0.4243 5.9521 -1.8097  0.000
H39 -4.1683 1.5785 1.3013  0.000
H40 -5.6705 1.4493 3.2561  0.008
H41 -4.8312 1.8013 5.5438  -0.002
H42 -2.4500 2.2784 5.9345  0.002
H43 -0.3428 2.7692 6.0609  0.002
H44 2.0639 3.2684 5.9832  -0.002
H45 3.2661 3.2711 3.8340  0.007
H46 2.1017 2.7750 1.7130  0.000
O1 -1.5091 1.5975 -1.3080  -0.007
C36 -0.5866 1.0137 -0.1678  -0.051

Forces on atoms 1 to 2 (eV/Å):
-0.028 0.526 -0.315
-0.021 -0.004 -0.022